1.
C14H23FeN2P | ωB97M-V/def2-TZVPD

Electronic energy (hartree): -2261.64578
Expectation value of S²: 6.040
Maximum force (eV/A): 4.67
HOMO energy (alpha / beta) (eV): -7.07 / -7.16
2S+1: 5
Lowest unoccupied orbital energy (alpha / beta) (eV): 0.2 / -0.7
Frontier orbital gap (alpha / beta) (eV): 7.3 / 6.5

Each line ends with the Mulliken charge.
Element x y z (Å)
C (-2.643, 0.075, -2.357)  -0.66
C (-2.331, -1.029, -1.564)  -0.51
C (-1.579, -0.902, -0.374)  0.52
C (-1.214, 0.398, 0.024)  -0.14
C (-1.318, 1.458, -0.896)  1.35
C (-2.100, 1.324, -2.050)  -0.77
C (-1.356, -2.157, 0.429)  -1.03
C (-0.044, -3.024, 0.287)  -0.96
N (1.087, -2.630, -0.493)  0.47
Fe (-1.145, 1.187, 1.857)  -0.68
C (-0.638, 2.770, -0.587)  -1.22
P (0.342, 2.514, 0.983)  0.97
H (-2.707, -2.018, -1.845)  0.36
H (-2.266, 2.189, -2.698)  0.42
H (-3.292, -0.042, -3.225)  0.37
H (-1.353, 3.589, -0.412)  0.42
H (0.074, 3.107, -1.352)  0.44
H (-1.435, -1.919, 1.499)  0.45
H (-2.163, -2.869, 0.202)  0.44
H (0.349, -3.148, 1.308)  0.36
C (1.021, 4.107, 1.479)  -1.20
C (1.800, 1.567, 0.399)  -1.24
H (-0.352, -4.034, -0.058)  0.34
C (1.025, -2.391, -1.903)  -0.94
C (2.395, -2.819, 0.070)  -1.05
H (-0.907, 2.350, 3.042)  0.02
H (1.340, -3.280, -2.481)  0.35
H (0.018, -2.090, -2.210)  0.21
H (1.722, -1.574, -2.146)  0.29
H (2.762, -3.855, -0.051)  0.30
H (3.105, -2.144, -0.426)  0.29
H (2.367, -2.579, 1.140)  0.32
H (2.534, 2.207, -0.109)  0.45
H (2.256, 1.105, 1.281)  0.39
H (1.473, 0.760, -0.268)  0.19
H (1.270, 4.728, 0.608)  0.37
H (0.288, 4.632, 2.105)  0.39
H (1.925, 3.931, 2.079)  0.38
H (-1.130, 1.701, 3.460)  0.09
N (0.773, -1.034, 2.792)  -0.64
C (0.050, -0.162, 2.463)  0.09

2.
C14H23N2PReSe | ωB97M-V/def2-TZVPD

Electronic energy (hartree): -3477.01911
Expectation value of S²: 3.837
Maximum force (eV/A): 7.60
HOMO energy (alpha / beta) (eV): -14.90 / -14.40
2S+1: 4
Charge: +2
Lowest unoccupied orbital energy (alpha / beta) (eV): -8.0 / -9.4
Frontier orbital gap (alpha / beta) (eV): 6.9 / 5.0
Energy above the lowest of the compared OMol25 structures with the same formula, charge and spin (kcal per mole): 1.7

Each line ends with the Mulliken charge.
Element x y z (Å)
C (1.706, -3.280, -0.650)  -0.84
C (1.655, -2.284, -1.638)  -0.70
C (1.238, -0.972, -1.347)  0.03
C (0.931, -0.615, 0.015)  0.97
C (0.941, -1.665, 0.997)  0.08
C (1.374, -2.956, 0.670)  -0.87
C (1.223, -0.025, -2.514)  -0.77
C (-0.058, 0.749, -3.000)  -0.53
N (-1.206, 0.753, -2.120)  0.24
Re (0.506, 1.266, 0.958)  0.46
C (0.486, -1.394, 2.401)  -1.28
P (-0.562, 0.174, 2.477)  1.04
H (1.920, -2.557, -2.658)  0.40
H (1.418, -3.717, 1.450)  0.50
H (1.993, -4.293, -0.908)  0.43
H (1.322, -1.224, 3.098)  0.45
H (-0.187, -2.173, 2.773)  0.55
H (2.074, 0.678, -2.413)  0.44
H (1.449, -0.628, -3.409)  0.35
H (0.260, 1.811, -3.100)  0.19
C (-0.355, 0.943, 4.084)  -1.27
C (-2.267, -0.438, 2.374)  -1.24
H (-0.448, 0.280, -3.977)  0.41
C (-1.896, -0.472, -1.780)  -0.71
C (-1.887, 2.014, -1.789)  -0.58
H (2.020, 1.541, 1.839)  0.23
H (-2.704, -0.680, -2.577)  0.37
H (-1.155, -1.302, -1.661)  0.31
H (-2.325, -0.354, -0.753)  0.21
H (-2.956, 1.983, -2.202)  0.35
H (-1.869, 2.158, -0.667)  0.23
H (-1.280, 2.860, -2.175)  0.30
H (-2.462, -0.914, 3.333)  0.44
H (-2.914, 0.433, 2.202)  0.41
H (-2.358, -1.147, 1.543)  0.37
H (-0.715, 0.226, 4.816)  0.42
H (0.699, 1.200, 4.211)  0.44
H (-0.966, 1.855, 4.058)  0.40
H (1.530, 2.115, 2.105)  0.04
Se (2.704, 4.331, -2.335)  0.13
C (1.832, 3.209, -1.253)  0.22
N (1.290, 2.508, -0.481)  -0.60

3.
C14H23N2PSeV | ωB97M-V/def2-TZVPD

Electronic energy (hartree): -4343.37038
Expectation value of S²: 3.788
Maximum force (eV/A): 4.44
HOMO energy (alpha / beta) (eV): -5.93 / -6.00
2S+1: 4
Lowest unoccupied orbital energy (alpha / beta) (eV): 0.3 / -0.2
Frontier orbital gap (alpha / beta) (eV): 6.3 / 5.8
Energy above the lowest of the compared OMol25 structures with the same formula, charge and spin (kcal per mole): 0.0

Each line ends with the Mulliken charge.
Element x y z (Å)
C (-1.347, -3.522, -0.646)  -0.87
C (-0.295, -3.075, -1.454)  -0.87
C (0.389, -1.872, -1.192)  0.51
C (0.047, -1.103, -0.064)  0.80
C (-0.974, -1.586, 0.771)  1.01
C (-1.661, -2.768, 0.483)  -0.51
C (1.321, -1.340, -2.257)  -1.28
C (1.701, 0.143, -2.242)  -0.96
N (0.653, 1.068, -1.708)  0.37
V (1.235, 0.518, 0.122)  -0.96
C (-1.371, -0.797, 1.980)  -1.36
P (-0.859, 0.936, 1.771)  1.33
H (-0.076, -3.658, -2.350)  0.39
H (-2.486, -3.089, 1.127)  0.39
H (-1.902, -4.431, -0.890)  0.37
H (-0.850, -1.169, 2.876)  0.48
H (-2.461, -0.855, 2.151)  0.52
H (2.249, -1.939, -2.309)  0.55
H (0.835, -1.441, -3.237)  0.48
H (2.625, 0.426, -1.677)  0.32
C (-0.094, 1.516, 3.271)  -1.34
C (-2.439, 1.812, 1.580)  -1.46
H (1.912, 0.409, -3.317)  0.57
C (-0.763, 0.802, -2.202)  -0.78
C (1.066, 2.487, -2.042)  -0.96
H (3.273, -0.346, 3.661)  0.19
H (-1.032, 1.631, -2.890)  0.34
H (-0.848, -0.176, -2.717)  0.33
H (-1.468, 0.809, -1.354)  0.07
H (0.475, 2.819, -2.908)  0.38
H (0.913, 3.154, -1.178)  0.17
H (2.130, 2.522, -2.317)  0.34
H (-3.041, 1.703, 2.501)  0.43
H (-2.213, 2.878, 1.408)  0.42
H (-3.003, 1.416, 0.718)  0.37
H (-0.880, 1.633, 4.029)  0.39
H (0.689, 0.796, 3.545)  0.43
H (0.370, 2.480, 3.036)  0.39
H (-0.197, 1.626, 0.616)  -0.29
Se (3.414, -0.501, 0.367)  -0.32
C (2.473, 0.064, 1.848)  0.22
N (2.489, 0.019, 3.088)  -0.62

4.
C14H23NO3S | ωB97M-V/def2-TZVPD

Electronic energy (hartree): -1225.90803
Maximum force (eV/A): 1.07
Structure (SMILES): CCCCOCCCNS(=O)(=O)Cc1ccccc1
HOMO energy (eV): -9.18
Lowest unoccupied orbital energy (eV): 0.8
Frontier orbital gap (eV): 10.0
Energy above the lowest of the compared OMol25 structures with the same formula, charge and spin (kcal per mole): 34.0

Each line ends with the Mulliken charge.
Element x y z (Å)
C (4.719, -0.039, -1.018)  -1.26
C (3.829, -1.166, -1.525)  -0.25
C (3.057, -1.825, -0.384)  -0.64
C (2.072, -2.874, -0.890)  -0.56
O (1.115, -2.228, -1.709)  -0.38
C (-0.002, -3.007, -2.074)  -0.64
C (-1.080, -3.102, -0.986)  -0.78
H (-1.881, -3.743, -1.355)  0.43
C (-1.657, -1.735, -0.624)  -0.43
N (-0.650, -0.911, 0.020)  -0.16
S (-0.982, 0.729, 0.086)  1.37
O (0.276, 1.396, 0.242)  -0.65
O (-1.843, 1.122, -0.994)  -0.68
C (-1.909, 0.844, 1.653)  -1.24
C (-2.269, 2.277, 1.812)  0.49
C (-3.485, 2.756, 1.337)  -0.27
C (-3.787, 4.103, 1.423)  -0.61
C (-2.876, 4.986, 1.976)  -0.39
C (-1.658, 4.517, 2.440)  -0.64
C (-1.354, 3.171, 2.356)  -0.21
H (-0.400, 2.806, 2.703)  0.36
H (-0.941, 5.204, 2.864)  0.37
H (-3.112, 6.038, 2.041)  0.38
H (-4.735, 4.465, 1.052)  0.37
H (-4.191, 2.070, 0.894)  0.34
H (-2.773, 0.197, 1.545)  0.51
H (-1.230, 0.480, 2.416)  0.45
H (0.241, -1.029, -0.459)  0.11
H (-2.488, -1.858, 0.079)  0.29
H (-2.041, -1.233, -1.522)  0.38
H (-0.663, -3.558, -0.086)  0.27
H (0.322, -4.017, -2.365)  0.37
H (-0.420, -2.508, -2.953)  0.38
H (2.594, -3.645, -1.478)  0.51
H (1.584, -3.365, -0.037)  0.29
H (3.750, -2.303, 0.311)  0.42
H (2.501, -1.057, 0.159)  0.23
H (4.437, -1.918, -2.033)  0.25
H (3.112, -0.770, -2.244)  0.26
H (4.115, 0.731, -0.543)  0.30
H (5.436, -0.414, -0.290)  0.33
H (5.269, 0.412, -1.840)  0.36